No. 1
Here is a 5-piece molecular cluster, C25H52N3O4 overall at a distorted geometry from the OMol25 dataset. Energies are from the ωB97M-V functional and the def2-TZVPD basis.

Calculated values
energy above the lowest of the compared OMol25 structures with the same formula, charge and spin = 0.000 eV

ORCA input file:
```
! wB97M-V def2-TZVPD RIJCOSX def2/J DEFGRID3
* xyz 1 1
N 2.7369 -3.0749 0.7270
C 2.6860 -3.2176 -0.6130
N 3.1316 -2.2288 -1.3918
C 2.4315 -1.9891 -2.6668
C 2.1437 -3.3138 -3.3517
C 1.4728 -4.3063 -2.4022
C -0.0030 -3.9089 -2.1674
C -0.5486 -4.1709 -0.7731
C -2.0021 -3.7118 -0.6419
C -2.1863 -2.2287 -0.9030
C -3.3845 -1.7654 -1.4505
C -3.5537 -0.4089 -1.7078
C -2.5426 0.5091 -1.4307
C -1.3464 0.0656 -0.8709
C -1.1881 -1.2914 -0.6117
N 2.2688 -4.3637 -1.1534
H 2.9585 -3.8633 1.3103
H 2.6490 -2.1814 1.1762
H 3.3225 -1.3912 -0.8568
H 3.0367 -1.3820 -3.3278
H 1.5034 -1.4381 -2.5171
H 1.4554 -3.1185 -4.1683
H 3.0521 -3.7417 -3.7682
H 1.5089 -5.2774 -2.8815
H -0.5988 -4.5038 -2.8578
H -0.1390 -2.8758 -2.4735
H 0.0505 -3.7181 0.0150
H -0.5337 -5.2485 -0.5923
H -2.5764 -4.2610 -1.3860
H -2.3993 -3.9804 0.3347
H -4.1929 -2.4431 -1.6802
H -4.4836 -0.0525 -2.1255
H -2.6607 1.5616 -1.6347
H -0.5334 0.7326 -0.6285
H -0.2554 -1.6347 -0.1829
H 1.8950 -4.9974 -0.4611
C -0.6490 3.2952 4.0406
C -0.9627 2.9131 2.6038
C -1.9200 1.7355 2.5319
O 0.2483 2.5927 1.9046
H -0.1742 2.4588 4.5624
H 0.0416 4.1378 4.0751
H -1.5534 3.5710 4.5834
H -1.3926 3.7714 2.0851
H -1.4855 0.8531 2.9995
H -2.1313 1.4785 1.4914
H -2.8642 1.9583 3.0316
H 0.6403 1.8432 2.3643
C -3.9326 -1.7758 3.2236
C -2.4850 -2.0836 3.5730
C -2.3595 -3.3855 4.3504
O -1.9160 -1.0047 4.3160
H -4.5271 -1.6598 4.1333
H -4.0003 -0.8415 2.6650
H -4.3748 -2.5729 2.6237
H -1.8981 -2.1488 2.6530
H -2.9052 -3.3195 5.2946
H -1.3155 -3.5905 4.5909
H -2.7589 -4.2274 3.7824
H -2.4088 -0.9115 5.1386
C 6.0984 -0.1126 -6.4725
C 4.7392 -0.6801 -6.0982
C 3.8173 -0.7636 -7.3047
O 4.1373 0.1166 -5.0702
H 5.9918 0.9018 -6.8651
H 6.7466 -0.0589 -5.5978
H 6.5871 -0.7245 -7.2308
H 4.8664 -1.6748 -5.6660
H 3.6445 0.2317 -7.7214
H 2.8461 -1.1719 -7.0209
H 4.2440 -1.3932 -8.0856
H 4.0136 1.0048 -5.4217
C -0.3122 7.5979 2.8643
C -1.3626 7.3692 3.9411
C -2.1296 8.6450 4.2531
O -0.7529 6.8557 5.1248
H 0.4214 8.3361 3.1992
H 0.2266 6.6732 2.6523
H -0.7640 7.9579 1.9390
H -2.0598 6.5975 3.6102
H -1.4505 9.4146 4.6294
H -2.8776 8.4624 5.0247
H -2.6317 9.0337 3.3661
H -0.1296 7.5150 5.4474
*
```

Mulliken atomic charge list, values in e, 4 entries: atom 1 (N): -0.36, atom 2 (C): 0.40, atom 3 (N): -0.20, atom 4 (C): -0.16

***

No. 2
Here is a 4-piece molecular cluster, C25H52O4 overall at a distorted geometry from the OMol25 dataset. Energies are from the ωB97M-V functional and the def2-TZVPD basis.

ORCA input file:
```
! wB97M-V def2-TZVPD RIJCOSX def2/J DEFGRID3
* xyz 0 1
C -0.3576 -0.6643 -2.1799
C -0.7769 -0.1335 -3.5473
O -0.6343 -0.7538 -4.5196
O -1.3653 1.1078 -3.6260
C -2.4154 1.3095 -2.6819
C -3.5563 0.3426 -2.8111
C -4.4012 0.0543 -1.5490
C -5.3918 -0.9398 -2.2633
C -5.3888 -0.4378 -3.7396
O -5.8913 -0.9024 -4.6450
O -4.6008 0.6914 -3.7393
H -0.0496 -1.6901 -2.3659
H 0.4742 -0.0683 -1.8037
H -1.1970 -0.7174 -1.4868
H -2.0247 1.3594 -1.6627
H -2.8126 2.3080 -2.8815
H -3.2917 -0.6763 -3.1296
H -4.9381 0.8928 -1.1133
H -3.8591 -0.6097 -0.8737
H -4.8263 -1.8756 -2.2446
H -6.3727 -1.0520 -1.8165
C -6.1532 1.4035 2.1077
C -6.9112 2.0772 0.9681
C -6.2533 3.3685 0.4833
C -6.1620 4.4822 1.5278
C -7.4978 4.9146 2.1304
C -8.4644 5.4981 1.1047
H -6.1107 2.0368 2.9950
H -6.6435 0.4712 2.3935
H -5.1295 1.1656 1.8075
H -7.9431 2.2657 1.2758
H -6.9667 1.3796 0.1265
H -6.7976 3.7335 -0.3924
H -5.2402 3.1410 0.1323
H -5.6833 5.3511 1.0649
H -5.4951 4.1698 2.3369
H -7.3017 5.6717 2.8946
H -7.9735 4.0760 2.6468
H -8.0257 6.3649 0.6057
H -9.3856 5.8230 1.5911
H -8.7364 4.7660 0.3425
C 6.4221 -0.1548 -4.5484
C 6.0441 -1.4962 -3.9282
C 4.5440 -1.7834 -3.9721
C 3.6722 -0.7973 -3.1934
C 4.0091 -0.6625 -1.7090
C 3.8223 -1.9583 -0.9262
H 5.9695 0.6809 -4.0119
H 7.5040 -0.0138 -4.5222
H 6.1027 -0.1049 -5.5915
H 6.4111 -1.5403 -2.8987
H 6.5634 -2.2903 -4.4715
H 4.3684 -2.7974 -3.6009
H 4.2132 -1.7860 -5.0155
H 2.6267 -1.1089 -3.2934
H 3.7352 0.1905 -3.6591
H 3.3581 0.1032 -1.2755
H 5.0331 -0.3007 -1.5802
H 2.7925 -2.3154 -1.0052
H 4.0412 -1.7956 0.1312
H 4.4875 -2.7458 -1.2839
C 5.1248 -3.8708 6.2478
C 5.6100 -2.4642 5.9115
C 4.6428 -1.6856 5.0213
C 4.3998 -2.2947 3.6391
C 5.6539 -2.4937 2.7894
C 6.3717 -1.1900 2.4562
H 5.0217 -4.4877 5.3535
H 5.8331 -4.3704 6.9108
H 4.1575 -3.8378 6.7541
H 6.5975 -2.5192 5.4450
H 5.7436 -1.9092 6.8442
H 5.0135 -0.6626 4.9088
H 3.6794 -1.5996 5.5346
H 3.7014 -1.6495 3.0953
H 3.8926 -3.2577 3.7489
H 5.3633 -2.9792 1.8534
H 6.3481 -3.1780 3.2852
H 5.7083 -0.5065 1.9204
H 7.2362 -1.3868 1.8196
H 6.7318 -0.6849 3.3538
*
```

Mulliken atomic charge list, values in e, 4 entries: atom 1 (C): -0.83, atom 2 (C): 0.70, atom 3 (O): -0.51, atom 4 (O): -0.42

***

No. 3
Here is C25H53AsF7O16S5 as an isolated structure at a distorted geometry from the OMol25 dataset. Energies are from the ωB97M-V functional and the def2-TZVPD basis.

Calculated values
energy above the lowest of the compared OMol25 structures with the same formula, charge and spin = 5.957 eV

ORCA input file:
```
! wB97M-V def2-TZVPD RIJCOSX def2/J DEFGRID3
* xyz -1 1
As -6.4125 13.5287 -24.2098
F -7.7160 13.9916 -23.0412
F -7.4941 13.5847 -25.6022
F -5.0011 13.0835 -25.2406
F -5.2511 13.3025 -22.8464
F -6.8760 11.7558 -23.9431
F -5.9863 15.2295 -24.5092
C -2.0459 18.3652 -23.2788
C -0.6070 18.8833 -23.2077
C -0.7879 20.3283 -23.3356
O -1.8945 20.5448 -22.4181
C -2.8520 19.4544 -22.5970
H -2.1683 17.4165 -22.7562
H -2.4952 18.2548 -24.2657
H 0.0933 18.5894 -23.9895
H -0.0671 18.6877 -22.2812
H -1.0506 20.8008 -24.2821
H 0.0761 20.9420 -23.0805
H -3.5840 19.8231 -23.3156
H -3.2196 18.9520 -21.7022
O -10.6960 20.4862 -23.6754
S -11.2356 19.3089 -22.9545
O -11.2447 19.2829 -21.4935
O -12.7812 18.9519 -23.4738
C -13.1812 19.2839 -24.7738
C -14.5595 19.9278 -24.8875
C -10.5547 17.6455 -23.5101
H -13.0416 18.3883 -25.3793
H -12.5206 20.0331 -25.2102
H -14.6857 21.0039 -24.7685
H -15.2472 19.5466 -24.1326
H -14.9296 19.7521 -25.8976
H -9.5136 17.5254 -23.2106
H -10.5575 17.5582 -24.5966
H -11.1480 16.8162 -23.1250
O -9.8054 18.1778 -28.5692
S -9.1966 17.8793 -29.8861
O -9.3409 18.7766 -31.0907
O -7.5647 17.7907 -29.7033
C -7.0334 17.1050 -28.5945
C -6.1717 15.9217 -28.9958
C -9.7054 16.1934 -30.4012
H -7.8222 16.7364 -27.9387
H -6.5362 17.8608 -27.9866
H -6.8142 15.0716 -29.2250
H -5.5310 15.7326 -28.1345
H -5.5512 16.0555 -29.8819
H -9.1397 15.4318 -29.8644
H -9.4115 16.0338 -31.4387
H -10.7580 15.9104 -30.4008
O -7.3233 7.6269 -30.4513
S -7.6599 8.9415 -29.8886
O -7.8588 10.1392 -30.7727
O -8.8560 8.8767 -28.6947
C -9.4555 10.0652 -28.2898
C -10.2536 9.6087 -27.0764
C -6.3300 9.2412 -28.6586
H -10.0408 10.5460 -29.0736
H -8.7632 10.7452 -27.7936
H -11.1796 9.1162 -27.3732
H -10.5948 10.4278 -26.4433
H -9.6145 8.9555 -26.4823
H -5.4885 9.7099 -29.1688
H -6.1557 8.3860 -28.0057
H -6.6834 9.9637 -27.9229
O 0.3513 9.4254 -24.8210
S 0.3044 10.0940 -23.5100
O 0.3504 9.3462 -22.2308
O 1.4646 11.2565 -23.4214
C 1.7613 11.7748 -22.1118
C 2.4049 13.1810 -22.4031
C -1.1412 11.2406 -23.5110
H 2.5334 11.1390 -21.6783
H 0.8916 11.8410 -21.4581
H 2.5483 13.5890 -21.4026
H 1.6823 13.7905 -22.9458
H 3.3363 13.0918 -22.9622
H -0.9302 12.2946 -23.6919
H -1.6917 11.2572 -22.5704
H -1.7694 10.8406 -24.3069
O -14.2587 12.3480 -19.5412
S -13.9426 12.7247 -20.8952
O -14.1832 11.8122 -22.0573
O -14.4290 14.2944 -21.2387
C -14.6296 15.1870 -20.2793
C -16.0620 15.1568 -19.8735
C -12.0680 13.0564 -20.8940
H -14.2628 16.1607 -20.6042
H -14.0033 14.8995 -19.4348
H -16.4261 14.2853 -19.3294
H -16.7193 15.4663 -20.6861
H -16.2452 16.0689 -19.3056
H -11.7495 12.1163 -20.4438
H -11.8845 13.9795 -20.3442
H -11.7262 13.2606 -21.9087
F -5.2148 2.6545 -23.8743
C -5.1769 4.0134 -24.0281
C -6.2899 4.7048 -24.6274
C -6.0943 6.0280 -25.0012
C -4.8973 6.7088 -24.7480
C -3.8172 6.0033 -24.2096
C -3.9676 4.6370 -23.8853
H -7.2417 4.2052 -24.7312
H -6.8822 6.4226 -25.6256
H -4.7594 7.7794 -24.7822
H -2.9510 6.6242 -24.0350
H -3.0827 4.1397 -23.5166
*
```

Mulliken atomic charge list, values in e, 4 entries: atom 1 (As): 2.08, atom 2 (F): -0.52, atom 3 (F): -0.48, atom 4 (F): -0.52

***

No. 4
Here is a 6-piece molecular cluster, C25H53Cl10N4O overall at a distorted geometry from the OMol25 dataset. Energies are from the ωB97M-V functional and the def2-TZVPD basis.

Calculated values
energy above the lowest of the compared OMol25 structures with the same formula, charge and spin = 0.000 eV

ORCA input file:
```
! wB97M-V def2-TZVPD RIJCOSX def2/J DEFGRID3
* xyz 1 1
C -0.8214 -3.3485 3.5649
C 0.5320 -4.0744 3.3956
C 1.4877 -3.3948 2.4120
C 0.9499 -3.3647 0.9704
C 1.2227 -2.0719 0.2145
C 0.6753 -0.8032 0.8962
C 0.2795 0.3113 -0.0938
C -1.2461 0.5547 -0.0639
C -1.9436 -0.6029 -0.7514
C -3.2270 -1.1390 -0.1370
C -3.4687 -2.5201 -0.7792
C -4.7107 -3.2182 -0.2288
C -4.5102 -4.7211 0.0259
O -3.1422 -4.9989 0.3053
C -5.0371 -5.6138 -1.1015
N -4.2082 -5.6416 -2.3058
N -3.6504 -2.2596 -2.2540
C -2.6273 -1.4759 -2.7959
N -2.0208 -1.9315 -3.8620
N -2.2714 -0.3080 -2.2025
H -0.8677 -2.8392 4.5228
H -1.6432 -4.0613 3.5334
H -0.9703 -2.6392 2.7554
H 1.0095 -4.1206 4.3735
H 0.3638 -5.1076 3.0922
H 2.4064 -3.9800 2.4335
H 1.7244 -2.3977 2.7831
H -0.1141 -3.6148 0.9758
H 1.4358 -4.1816 0.4345
H 2.2981 -1.9402 0.0871
H 0.8261 -2.1716 -0.7999
H -0.1891 -1.0654 1.5081
H 1.4542 -0.4406 1.5580
H 0.5167 -0.0420 -1.1013
H 0.8358 1.2271 0.0569
H -1.5497 0.5940 0.9800
H -1.4874 1.5179 -0.5126
H -1.2516 -1.4451 -0.7820
H -4.0718 -0.5256 -0.4617
H -3.2113 -1.1525 0.9486
H -2.5667 -3.1093 -0.6359
H -5.0258 -2.7290 0.6876
H -5.5064 -3.1225 -0.9669
H -5.0985 -4.9822 0.9097
H -3.0854 -5.6276 1.0256
H -5.0973 -6.6220 -0.6924
H -6.0643 -5.3269 -1.3297
H -3.4406 -6.2796 -2.1429
H -3.7965 -4.7263 -2.4476
H -4.5392 -1.7841 -2.3836
H -2.3530 -2.8002 -4.2562
H -1.2283 -1.4780 -4.2902
H -1.4793 0.1250 -2.6724
Cl 2.0778 2.5473 -1.9585
C 3.4723 2.4294 -0.8464
C 4.6230 1.6903 -1.4693
Cl 4.2536 -0.0474 -1.6821
H 3.1524 1.9420 0.0731
H 3.7688 3.4509 -0.6103
H 5.4910 1.7540 -0.8154
H 4.8960 2.1007 -2.4391
Cl 4.0518 0.8839 2.0871
C 3.8262 1.5587 3.7272
C 4.4762 2.9102 3.8716
Cl 6.2517 2.8065 3.8029
H 4.2320 0.8423 4.4364
H 2.7533 1.6458 3.8921
H 4.2148 3.3371 4.8382
H 4.1507 3.5925 3.0901
Cl -1.7876 5.4567 -0.2468
C -0.8896 6.5546 -1.3295
C 0.4140 5.9529 -1.7795
Cl 1.5861 5.8212 -0.4452
H -0.7337 7.4942 -0.8060
H -1.5264 6.7388 -2.1931
H 0.8724 6.5848 -2.5382
H 0.2698 4.9588 -2.1956
Cl 8.4450 5.2195 -1.3367
C 9.0018 3.7205 -2.1218
C 8.4538 3.5739 -3.5173
Cl 6.6878 3.3033 -3.5125
H 8.7074 2.8858 -1.4908
H 10.0888 3.7619 -2.1607
H 8.9071 2.7115 -4.0022
H 8.6514 4.4566 -4.1192
Cl -5.5457 1.9643 -0.3379
C -5.8575 2.4845 1.3423
C -5.1715 3.7859 1.6627
Cl -3.3982 3.6215 1.7081
H -5.5294 1.6881 2.0048
H -6.9346 2.6029 1.4430
H -5.4849 4.1330 2.6455
H -5.4133 4.5515 0.9298
*
```

Mulliken atomic charge list, values in e, 4 entries: atom 1 (C): -0.31, atom 2 (C): -0.80, atom 3 (C): -0.38, atom 4 (C): -0.49

***

No. 5
Here is C25H53F7N5O21PS3 as an isolated structure at a distorted geometry from the OMol25 dataset. Energies are from the ωB97M-V functional and the def2-TZVPD basis.

ORCA input file:
```
! wB97M-V def2-TZVPD RIJCOSX def2/J DEFGRID3
* xyz -2 1
C 0.9752 1.5518 -3.8294
O 1.1739 2.5770 -4.6328
H 0.1466 1.7106 -3.0803
H 0.7446 0.5681 -4.3160
H 1.8499 1.3802 -3.1158
P -0.0567 -0.0052 -0.0411
F 0.5679 1.3365 -0.5943
F -1.0751 -0.2154 -1.3122
F 1.0548 -0.9592 -0.6779
F -0.7325 -1.4135 0.5524
F 0.8131 0.2239 1.2981
F -1.3230 0.8211 0.5960
C 2.1196 7.4531 -2.4011
C 2.1591 5.9328 -2.4470
O 2.0810 5.3372 -3.4943
N 2.4116 5.3260 -1.2551
C 2.4421 3.8861 -1.1265
H 1.0925 7.7755 -2.5950
H 2.7823 7.9188 -3.1213
H 2.2922 7.8228 -1.3823
H 2.5997 5.9061 -0.4591
H 1.4652 3.4814 -1.4229
H 2.5863 3.5137 -0.1157
H 3.0656 3.4276 -1.9001
C 1.5426 -5.2795 -5.9924
C 1.9428 -3.9672 -5.3398
O 3.0199 -3.4479 -5.5490
N 0.9941 -3.4539 -4.5155
C 1.0709 -2.1453 -3.9010
H 2.0324 -5.3820 -6.9584
H 0.4638 -5.3730 -6.1081
H 1.9191 -6.1128 -5.3938
H 0.1359 -3.9681 -4.4190
H 1.8470 -1.5265 -4.3407
H 1.2489 -2.1631 -2.8235
H 0.1294 -1.6133 -4.0399
C -2.5879 -2.7110 3.3712
C -3.7662 -1.8067 3.0668
O -4.7946 -1.8351 3.7324
N -3.6021 -0.9793 2.0183
C -4.5410 0.0766 1.7279
H -1.7026 -2.2904 2.8814
H -2.7335 -3.7395 3.0518
H -2.3609 -2.6792 4.4359
H -2.7545 -1.0392 1.4761
H -4.3935 0.4504 0.7237
H -4.5428 0.8240 2.5285
H -5.5529 -0.3279 1.8502
C -2.3946 -0.6168 6.5705
C -1.2715 0.1753 5.9457
O -1.4456 1.3070 5.5460
N -0.0614 -0.4548 5.8781
C 1.0366 0.0949 5.1429
H -2.8766 -0.0005 7.3272
H -2.0775 -1.5580 7.0243
H -3.1420 -0.8604 5.8137
H 0.0172 -1.2740 6.4522
H 0.7667 0.3526 4.1176
H 1.9436 -0.5029 5.1425
H 1.3765 1.0491 5.5720
C -2.9510 -3.1608 -1.4113
C -1.8839 -4.2321 -1.5264
O -2.1247 -5.3724 -1.8907
N -0.6520 -3.8285 -1.1485
C 0.4926 -4.7150 -1.2221
H -2.5216 -2.1577 -1.4548
H -3.4073 -3.2395 -0.4226
H -3.6696 -3.2749 -2.2171
H -0.4438 -2.8684 -0.9240
H 1.4281 -4.1776 -1.0700
H 0.6038 -5.2379 -2.1716
H 0.4156 -5.4646 -0.4280
C -3.8927 1.4188 -2.5720
C -2.5151 2.0846 -2.6601
O -2.7697 3.2366 -1.8876
C -4.0361 3.6316 -2.2145
O -4.4530 4.7405 -2.1350
O -4.7375 2.5824 -2.7036
F -2.3257 2.3734 -3.9761
H -4.1318 0.9501 -1.6209
H -3.9999 0.7702 -3.4368
H -1.7194 1.4164 -2.3404
C 4.1961 0.6479 -0.9158
C 4.3147 0.4455 0.5931
O 5.5914 -0.2219 0.7333
S 5.4814 -1.4053 -0.3451
O 4.4978 -2.3464 0.0540
O 6.7923 -1.8176 -0.6799
O 4.9252 -0.4704 -1.4975
H 4.8087 1.5066 -1.2023
H 3.1976 0.8100 -1.3198
H 3.5729 -0.2756 0.9382
H 4.2693 1.3838 1.1314
C -2.1593 3.6494 1.4285
C -2.9734 4.9295 1.1231
O -2.0188 5.9965 1.2165
S -0.7259 5.4372 0.4370
O 0.3780 6.1679 0.9427
O -0.9031 5.2794 -0.9472
O -0.8095 4.0018 1.1099
H -2.5193 2.8435 0.7968
H -2.1738 3.3946 2.4858
H -3.8150 5.0638 1.7939
H -3.3222 4.8866 0.0895
C 1.3424 -3.9325 2.2090
C 1.5333 -2.4498 2.5711
O 2.5550 -2.4486 3.5962
S 3.1060 -3.8819 3.9173
O 3.2056 -4.0384 5.3168
O 4.1986 -4.2103 3.0819
O 1.8049 -4.6464 3.3886
H 1.9736 -4.2858 1.3979
H 0.2899 -4.1610 2.0815
H 0.6317 -2.0425 3.0163
H 1.9271 -1.8629 1.7496
*
```

Mulliken atomic charge list, values in e, 4 entries: atom 1 (C): 1.33, atom 2 (O): -0.89, atom 3 (H): -0.90, atom 4 (H): 0.04

***

no.,Kohn-Sham gap (eV),HOMO energy (eV)
1,8.806,-11.4483
2,10.965,-10.5090
3,9.595,-7.7672
4,8.537,-11.6062
5,3.626,-0.2383